1.
Below is 2 unconnected molecules or ions with the total composition C3H9FN3O2 at a distorted geometry, with properties calculated with ωB97M-V with the def2-TZVPD basis set.

XYZ file:
```
18
Properties=species:S:1:pos:R:3:lowdin_charge:R:1
C 0.90 0.08 -0.86 -0.62
H -0.09 -0.38 0.94 0.04
F 1.81 1.15 -1.41 -0.09
C 0.55 0.45 0.60 -0.27
N 1.74 -1.08 -0.85 0.05
H 1.95 -1.31 -1.82 0.07
H 1.10 -1.85 -0.51 -0.02
N -0.26 0.20 -1.69 0.06
H -0.89 -0.56 -1.38 -0.04
H 0.01 -0.06 -2.64 0.07
N -0.33 1.67 0.65 -0.38
O 0.19 2.75 0.49 0.05
O -1.51 1.51 0.91 0.05
C 1.75 0.64 1.50 -0.05
H 2.39 1.45 1.12 0.08
H 1.43 0.88 2.52 0.08
H 2.32 -0.29 1.50 0.07
H -0.76 -1.98 -0.14 -0.15
```

The value obtained for the lowest unoccupied orbital energy is 4.00 eV. As for the total charge: -1. The HOMO energy is -2.474 eV.

2.
Below is a single C4H7N3O molecule at a distorted geometry, with properties calculated with ωB97M-V with the def2-TZVPD basis set.

XYZ file:
```
15
Properties=species:S:1:pos:R:3:lowdin_charge:R:1
H 0.31 2.24 0.49 0.13
N 0.92 1.52 -0.17 0.10
C 0.40 0.32 0.18 -0.37
C 1.31 -0.80 -0.10 -0.19
N 2.58 -0.96 0.10 0.05
O 3.51 0.22 0.22 -0.11
N -0.96 0.11 0.97 0.04
C -2.02 0.41 -0.18 -0.19
C -1.58 -0.96 0.06 -0.21
H 0.80 -1.95 -0.16 0.17
H 2.91 1.06 0.13 0.08
H -2.96 0.69 0.28 0.09
H -1.84 0.75 -1.19 0.10
H -2.64 -1.55 0.25 0.16
H -0.74 -1.11 -0.88 0.14
```

The value obtained for the lowest unoccupied orbital energy is -0.52 eV. The HOMO energy is -10.168 eV. Its structure (SMILES) is [H]/N=C(/C=N\O)N1CC1.

3.
Below is a molecular structure, C3H6O2, with properties calculated with ωB97M-V with the def2-TZVPD basis set.

XYZ file:
```
11
Properties=species:S:1:pos:R:3:lowdin_charge:R:1
O 0.07 -1.52 -0.85 -0.07
C 0.88 -0.41 -0.52 -0.29
C -0.05 0.73 -0.14 -0.18
C -0.80 0.43 1.13 -0.16
O -2.03 0.86 1.19 -0.01
H 0.65 -2.28 -0.99 0.09
H 1.51 -0.10 -1.38 0.12
H 1.55 -0.63 0.32 0.12
H -0.77 0.95 -0.94 0.12
H 0.54 1.64 0.06 0.13
H -1.57 0.32 2.11 0.13
```

The value obtained for the lowest unoccupied orbital energy is 0.83 eV. The HOMO energy is -8.617 eV.

4.
Below is a molecular structure, C38H29BeCl5N2O2P2 at a distorted geometry, with properties calculated with ωB97M-V with the def2-TZVPD basis set.

XYZ file:
```
79
Properties=species:S:1:pos:R:3:lowdin_charge:R:1
Be 0.10 0.77 0.09 -0.13
C 1.53 -0.32 2.82 -0.28
N 2.48 0.71 2.47 -0.18
C 3.27 0.44 1.28 -0.32
P 2.16 -0.02 -0.14 1.11
C 3.02 0.38 -1.70 -0.40
C 4.36 0.75 -1.82 -0.12
C 4.87 1.07 -3.06 -0.08
C 4.06 1.04 -4.18 -0.08
C 2.73 0.66 -4.07 -0.06
C 2.22 0.33 -2.83 -0.08
C 2.45 -1.83 -0.19 -0.34
C 3.76 -2.31 -0.24 -0.09
C 4.01 -3.67 -0.27 -0.07
C 2.94 -4.56 -0.28 -0.08
C 1.64 -4.09 -0.25 -0.07
C 1.39 -2.73 -0.20 -0.08
C 3.12 1.40 3.51 -0.22
C 2.44 1.72 4.69 -0.04
C 3.04 2.50 5.66 -0.08
C 4.33 2.97 5.51 -0.10
C 5.03 2.62 4.37 -0.09
C 4.45 1.84 3.39 -0.03
P -0.20 0.02 2.16 1.12
C -0.86 1.25 3.32 -0.39
C -2.03 1.03 4.03 -0.10
C -2.61 2.06 4.75 -0.07
C -2.04 3.32 4.74 -0.07
C -0.86 3.55 4.05 -0.06
C -0.27 2.52 3.34 -0.13
C -1.01 -1.54 2.66 -0.35
C -0.81 -2.10 3.92 -0.09
C -1.36 -3.34 4.22 -0.08
C -2.11 -4.02 3.27 -0.08
C -2.35 -3.44 2.04 -0.07
C -1.81 -2.21 1.73 -0.09
H 1.46 -0.44 3.90 0.09
H 1.83 -1.29 2.40 0.10
H 4.02 -0.36 1.48 0.11
H 3.79 1.36 0.99 0.04
H 5.00 0.80 -0.95 0.10
H 5.90 1.37 -3.15 0.10
H 4.46 1.30 -5.15 0.10
H 2.10 0.65 -4.94 0.11
H 1.18 0.05 -2.74 0.09
H 4.59 -1.62 -0.28 0.10
H 5.02 -4.03 -0.29 0.11
H 3.14 -5.62 -0.32 0.10
H 0.82 -4.79 -0.28 0.11
H 0.38 -2.36 -0.19 0.09
H 1.43 1.39 4.85 0.09
H 2.48 2.73 6.56 0.11
H 4.77 3.61 6.26 0.10
H 6.06 2.93 4.25 0.10
H 5.05 1.57 2.54 0.10
H -2.51 0.06 4.00 0.10
H -3.52 1.88 5.31 0.11
H -2.52 4.14 5.26 0.11
H -0.40 4.53 4.05 0.11
H 0.64 2.70 2.78 0.10
H -0.25 -1.58 4.68 0.11
H -1.20 -3.78 5.19 0.11
H -2.51 -5.00 3.50 0.10
H -2.96 -3.95 1.31 0.11
H -2.02 -1.75 0.78 0.07
O -2.38 -0.69 -0.97 -0.10
N -1.49 -0.39 -1.75 -0.12
O -0.44 0.17 -1.23 -0.26
Cl -2.49 1.83 0.82 0.80
C -1.29 3.01 0.52 -0.68
C -0.02 2.56 0.20 -0.22
C 0.91 3.55 -0.08 -0.66
Cl 2.50 3.08 -0.49 0.80
C 0.61 4.91 -0.07 -0.71
Cl 1.80 6.09 -0.46 0.68
C -0.68 5.32 0.27 -0.71
Cl -1.11 6.98 0.25 0.69
C -1.63 4.36 0.59 -0.71
Cl -3.22 4.83 1.05 0.69
```

The value obtained for the lowest unoccupied orbital energy is 0.46 eV. The HOMO energy is -8.193 eV.

5.
Below is a molecular structure, C12H20F6PtSb4Se4, with properties calculated with ωB97M-V with the def2-TZVPD basis set.

XYZ file:
```
47
Properties=species:S:1:pos:R:3:lowdin_spin:R:1
Pt -0.77 -0.32 -0.02 0.08
Se -2.48 2.68 2.72 0.34
Sb -1.08 3.12 0.82 0.29
Se 0.80 1.52 0.41 0.30
Se -2.12 1.05 -1.40 0.88
Se 0.23 5.13 1.73 1.03
C -4.01 -2.55 -1.18 0.01
Sb -2.79 -1.81 0.39 0.03
C -4.24 -0.70 1.46 0.01
C -2.65 -3.54 1.65 0.01
C -2.24 -4.71 0.80 0.00
C -3.22 -5.52 0.22 0.00
C -2.88 -6.54 -0.65 0.00
C -1.55 -6.77 -0.95 0.00
C -0.57 -5.99 -0.35 0.00
C -0.89 -4.96 0.54 0.00
C 0.22 -4.25 1.24 0.00
Sb 0.86 -2.30 0.52 0.00
C 1.11 -2.93 -1.49 0.00
C 2.87 -2.51 1.17 0.00
H -3.50 -3.34 -1.72 0.00
H -4.21 -1.72 -1.85 0.01
H -4.94 -2.93 -0.76 0.00
H -5.05 -1.35 1.78 0.00
H -4.63 0.08 0.80 0.01
H -3.77 -0.20 2.31 0.00
H -3.64 -3.68 2.09 0.00
H -1.94 -3.33 2.44 0.00
H -4.26 -5.33 0.44 0.00
H -3.65 -7.16 -1.08 0.00
H -1.26 -7.56 -1.63 0.00
H 0.48 -6.18 -0.57 0.00
H 1.14 -4.82 1.15 0.00
H 0.01 -4.16 2.31 0.00
H 1.81 -3.77 -1.55 0.00
H 1.51 -2.08 -2.05 0.00
H 0.15 -3.23 -1.90 0.00
H 3.03 -3.55 1.44 0.00
H 3.10 -1.86 2.01 0.00
H 3.50 -2.22 0.34 0.00
F 2.81 -0.36 -0.93 0.00
Sb 4.46 0.61 -1.14 0.00
F 6.11 1.48 -1.43 0.00
F 5.21 -0.51 0.20 0.00
F 4.96 -0.66 -2.45 0.00
F 4.01 1.83 0.23 0.00
F 3.59 1.68 -2.42 0.00
```

The value obtained for the lowest unoccupied orbital energy (spin up / spin down) is 1.54 / 0.16 eV. As for the total charge: -1. The spin multiplicity is 4. The HOMO energy (spin up / spin down) is -4.821 / -5.098 eV.

6.
Below is 2 unconnected molecules or ions with the total composition C4H2F4 at a distorted geometry, with properties calculated with ωB97M-V with the def2-TZVPD basis set.

XYZ file:
```
10
Properties=species:S:1:pos:R:3:lowdin_charge:R:1
C 1.68 1.35 -0.92 0.18
C 1.00 1.06 0.09 -0.11
C 0.28 0.82 1.23 -0.10
C -1.14 -1.39 -0.34 -0.42
F -0.79 1.57 1.42 0.05
F -0.61 -1.18 -1.56 0.07
F -0.73 -2.61 0.13 0.05
F -2.43 -1.42 -0.39 0.13
H 2.29 1.45 -1.80 0.04
H 0.45 0.34 2.12 0.09
```

The value obtained for the lowest unoccupied orbital energy (spin up / spin down) is -2.18 / -2.18 eV. The HOMO energy (spin up / spin down) is -7.933 / -7.932 eV.

7.
Below is 3 unconnected molecules or ions with the total composition C23H43BrCl2IN2O8P2S at a distorted geometry, with properties calculated with ωB97M-V with the def2-TZVPD basis set.

XYZ file:
```
83
Properties=species:S:1:pos:R:3:lowdin_charge:R:1
C 0.11 0.75 -2.48 -0.11
C 0.96 0.76 -3.81 -0.64
Cl 1.14 2.40 -4.60 0.60
C 1.56 -0.35 -4.42 -0.62
Cl 2.48 -0.05 -5.97 0.62
C 1.37 -1.77 -3.77 -0.12
C 2.53 -2.46 -3.10 -0.14
C 3.92 -1.66 -3.12 -0.12
C 3.92 -0.53 -1.98 -0.23
C 3.17 -0.95 -0.64 -0.52
S 3.99 -2.39 0.24 0.69
N 2.60 -3.68 -2.45 0.09
N 1.43 -4.28 -2.52 -0.46
Br 1.44 -5.99 -1.68 0.91
C 0.22 -3.88 -3.06 -0.25
C -1.04 -4.85 -2.99 -0.11
C 0.04 -2.53 -3.75 -0.48
I -1.76 -1.73 -4.59 1.03
H -0.98 0.95 -2.79 0.07
H 0.38 1.63 -1.80 0.10
H 0.10 -0.24 -1.93 0.07
H 4.80 -2.39 -3.00 0.13
H 4.10 -1.13 -4.11 0.08
H 3.45 0.46 -2.32 0.11
H 5.02 -0.35 -1.72 0.13
H 2.05 -1.13 -0.77 0.07
H 3.24 -0.08 0.11 0.08
H 2.99 -3.30 0.54 -0.13
H -0.81 -5.88 -3.44 0.09
H -1.95 -4.45 -3.54 0.04
H -1.34 -4.95 -1.88 0.10
O -7.12 0.16 -3.51 -0.23
P -6.98 1.51 -2.82 0.69
O -5.33 1.67 -2.98 -0.23
C -4.81 1.93 -4.27 -0.31
C -5.03 3.38 -4.67 -0.08
O -7.01 0.96 -1.26 -0.22
C -7.64 -0.28 -0.93 -0.30
C -6.61 -1.38 -0.85 -0.08
O -6.99 3.08 -2.12 -0.20
C -8.09 3.91 -2.48 -0.30
C -9.42 3.30 -2.08 -0.08
H -5.25 1.25 -5.01 0.11
H -3.74 1.73 -4.23 0.10
H -6.09 3.57 -4.85 0.06
H -4.49 3.62 -5.59 0.08
H -4.71 4.06 -3.88 0.09
H -8.44 -0.52 -1.64 0.11
H -8.12 -0.15 0.04 0.12
H -6.04 -1.48 -1.78 0.07
H -7.08 -2.34 -0.62 0.08
H -5.88 -1.16 -0.06 0.08
H -8.07 4.09 -3.56 0.10
H -7.96 4.87 -1.98 0.12
H -9.62 2.38 -2.64 0.07
H -10.24 4.00 -2.27 0.08
H -9.42 3.04 -1.02 0.09
O 5.10 -0.43 7.39 -0.22
P 5.11 0.14 5.97 0.69
O 6.33 1.25 6.20 -0.22
C 7.66 0.76 6.34 -0.30
C 8.23 0.33 5.00 -0.08
O 3.83 1.17 6.14 -0.23
C 2.82 0.92 7.12 -0.30
C 3.08 1.74 8.37 -0.07
O 5.08 0.62 4.32 -0.20
C 4.88 -0.44 3.38 -0.32
C 3.56 -1.15 3.59 -0.10
H 7.69 -0.06 7.06 0.11
H 8.25 1.58 6.74 0.12
H 7.73 -0.57 4.64 0.06
H 9.30 0.11 5.09 0.08
H 8.09 1.11 4.24 0.08
H 2.73 -0.14 7.34 0.10
H 1.86 1.23 6.68 0.11
H 4.07 1.53 8.78 0.07
H 2.33 1.54 9.13 0.08
H 3.07 2.81 8.13 0.08
H 5.71 -1.15 3.45 0.11
H 4.91 0.00 2.38 0.11
H 3.54 -1.68 4.55 0.07
H 3.38 -1.88 2.80 0.01
H 2.73 -0.43 3.61 0.09
```

The value obtained for the lowest unoccupied orbital energy is -5.18 eV. As for the total charge: +1. The HOMO energy is -11.218 eV.

8.
Below is a single C9H14ClNO molecule at a distorted geometry, with properties calculated with ωB97M-V with the def2-TZVPD basis set.

XYZ file:
```
26
Properties=species:S:1:pos:R:3:lowdin_charge:R:1
C -1.76 0.67 -0.99 -0.05
C -0.30 0.42 -0.51 -0.46
C 0.57 0.40 -1.79 -0.06
C -0.28 -0.80 0.40 -0.28
C 1.06 -1.33 0.65 -0.17
C 1.77 -0.18 1.43 -0.13
C 0.59 0.82 1.75 -0.79
Cl 0.75 1.82 3.15 0.71
C -0.65 -0.05 1.76 -0.12
C 0.22 1.63 0.36 -0.25
N 1.47 2.08 -0.05 -0.08
O 1.77 3.21 -0.36 0.05
H -1.94 1.78 -1.22 0.10
H -2.56 0.57 -0.21 0.09
H -2.00 0.23 -2.00 0.09
H 0.54 1.42 -2.23 0.10
H 0.44 -0.43 -2.53 0.10
H 1.69 0.15 -1.58 0.10
H -1.08 -1.52 0.20 0.15
H 1.73 -1.57 -0.21 0.11
H 1.05 -2.32 1.26 0.15
H 2.22 -0.50 2.40 0.12
H 2.50 0.27 0.74 0.10
H -1.56 0.54 1.52 0.11
H -0.63 -0.84 2.53 0.13
H -0.68 2.42 0.53 0.20
```

The value obtained for the lowest unoccupied orbital energy is 0.09 eV. The HOMO energy is -8.737 eV. Its structure (SMILES) is CC1(C)[C@H]2CC[C@](Cl)(C2)[C@H]1N=O.

Summary of E in Ha
-534.2100, -395.8532, -268.2338, -4723.8830, -11754.7296, -552.8475, -6486.1215, -941.3858
(order as listed above)